(1)
A cluster of 2 separate species, C2H3ClN2O2 in total in a non-equilibrium geometry. Source: the Open Molecules 2025 dataset; level of theory: ωB97M-V/def2-TZVPD.

The geometry in XYZ format:
```
10
Properties=species:S:1:pos:R:3:mulliken_charge:R:1
C -1.2585 2.1295 1.0427 0.502
C 0.2879 -1.3747 -1.2730 -0.024
N 0.5251 -1.8891 -0.1442 -0.151
N -0.1842 1.5562 0.8832 -0.443
O -2.1698 2.8431 0.8132 -0.400
O 1.1338 -1.1311 0.7973 -0.341
Cl -0.5437 -2.3004 -2.4513 -0.124
H 0.5849 -0.3703 -1.5174 0.307
H 1.4006 -0.2114 0.4472 0.323
H 0.2238 0.7480 1.4024 0.351
```

As for the relative energy (zero: lowest compared OMol25 entry of this formula, charge and spin): 181.8 kJ/mol. The value obtained for the HOMO-LUMO gap is 0.388 Ha. As for the SMILES: O/N=C/Cl.N=C=O. For the highest occupied orbital energy, the calculation gives -10.3 eV.

(2)
A structure of composition C2H4IOP3 in a non-equilibrium geometry. Source: the Open Molecules 2025 dataset; level of theory: ωB97M-V/def2-TZVPD.

The geometry in XYZ format:
```
11
Properties=species:S:1:pos:R:3:mulliken_charge:R:1
C -0.4579 -0.5112 -1.5289 0.240
C -1.8828 -0.2062 -1.6249 -0.640
O 2.3460 3.1514 -0.8089 -0.460
P 1.0492 -0.8419 -1.5737 -0.390
P 2.9970 0.7741 0.8530 -0.076
P 3.3290 1.8112 -0.8870 0.259
I 4.6838 -0.8642 0.1537 -0.058
H -1.9675 -0.7548 -2.5029 0.248
H -2.1405 0.7605 -1.8177 0.307
H -2.5616 -0.6213 -0.8356 0.254
H 1.5437 3.0590 -0.3713 0.315
```

As for the relative energy (zero: lowest compared OMol25 entry of this formula, charge and spin): 152.2 kJ/mol. The value obtained for the HOMO-LUMO gap is 0.274 Ha. For the highest occupied orbital energy, the calculation gives -8.4 eV.

- Which formula does entry 2 have?
  C2H4IOP3

- What is the formula in the first record?
  C2H3ClN2O2